<one>
This record from the OMol25 dataset describes an isolated molecule of C2H3NOS. The level of theory is ωB97M-V/def2-TZVPD.

Computed properties:
Total charge: 0
Spin multiplicity: 1
HOMO-LUMO gap (spin up / spin down) (eV): 8.58 / 8.25

Atoms and positions in Å:
C: 1.378 0.014 0.938
C: -0.636 0.236 -0.679
N: 0.510 1.320 1.095
O: -0.241 1.440 0.001
S: 0.778 -0.979 -0.293
H: 2.287 -0.209 1.541
H: -1.458 -0.284 -0.305
H: -0.581 0.337 -1.852



<two>
This record from the OMol25 dataset describes a structure of composition C2H3NOS. The level of theory is ωB97M-V/def2-TZVPD.

Computed properties:
Total charge: 0
Spin multiplicity: 1
HOMO-LUMO gap (eV): 9.24

Atoms and positions in Å:
C: -1.892 0.139 -0.012
C: 0.036 0.678 0.298
N: -0.874 -0.737 0.065
O: -1.219 1.281 -0.091
S: -3.509 -0.118 0.064
H: 0.154 0.763 1.362
H: 1.046 0.764 -0.173
H: -0.808 -1.727 0.321



<three>
This record from the OMol25 dataset describes a cluster of 2 separate species, C2H3NOS in total. The level of theory is ωB97M-V/def2-TZVPD.

Computed properties:
Total charge: 0
Spin multiplicity: 1
HOMO-LUMO gap (eV): 10.71

Atoms and positions in Å:
C: -2.221 -1.424 -1.725
C: 0.318 -0.182 0.193
N: 0.413 0.475 -0.865
O: -2.482 -0.636 -2.525
S: -1.931 -2.451 -0.616
H: -0.411 -0.020 0.996
H: 1.017 -0.994 0.344
H: -0.259 1.232 -0.971



Pick <three>: it beats the second-best structure by 0.0566 hartree.



<one>
This record from the OMol25 dataset describes an isolated molecule of C2H5N3O2S. The level of theory is ωB97M-V/def2-TZVPD.

Computed properties:
Total charge: 0
Spin multiplicity: 1
HOMO-LUMO gap (eV): 8.84

Atoms and positions in Å:
C: -0.031 0.043 -0.058
C: -3.367 -0.310 0.020
N: 1.129 -0.651 0.164
N: -0.100 1.333 0.368
N: -1.116 -0.543 -0.476
O: -3.312 -1.611 0.415
O: -2.306 0.318 -0.535
S: -4.743 0.682 0.024
H: 1.925 -0.020 -0.007
H: 1.201 -1.533 -0.215
H: 0.281 1.890 1.098
H: -1.063 1.517 0.501
H: -2.476 -2.026 0.162



<two>
This record from the OMol25 dataset describes an isolated molecule of C2H5N3O2S. The level of theory is ωB97M-V/def2-TZVPD.

Computed properties:
Total charge: 0
Spin multiplicity: 1
HOMO-LUMO gap (eV): 9.04

Atoms and positions in Å:
C: -0.305 -0.974 1.098
C: 0.509 0.496 -1.842
H: -0.213 -3.034 1.226
H: 0.094 -2.549 -0.455
H: 1.177 0.347 -2.634
H: -0.674 2.184 -1.105
H: 1.137 3.527 -2.201
N: 0.286 -2.171 0.743
N: 0.496 -0.543 -1.009
N: 0.218 1.850 -1.497
O: 0.138 0.101 0.279
O: 0.647 2.789 -2.630
S: -1.002 -0.918 2.549



Pick <one>: it beats the second-best structure by 0.1371 hartree.



<one>
This record from the OMol25 dataset describes a structure of composition C2H5N3O2S. The level of theory is ωB97M-V/def2-TZVPD.

Computed properties:
Total charge: 0
Spin multiplicity: 1
HOMO-LUMO gap (eV): 9.18

Atoms and positions in Å:
C: -0.626 0.266 -1.292
C: 0.038 -0.201 0.848
N: -0.009 -1.009 -1.476
N: 0.463 -1.516 -0.517
N: -0.958 0.411 0.057
O: 2.834 -0.371 0.815
O: 1.576 1.565 -0.141
S: 1.665 0.693 0.996
H: 0.347 0.775 -1.393
H: -1.496 0.618 -2.004
H: -0.374 -0.880 1.539
H: 2.965 -0.868 0.001
H: -1.941 -0.001 0.324



<two>
This record from the OMol25 dataset describes a cluster of 2 separate species, C2H5N3O2S in total. The level of theory is ωB97M-V/def2-TZVPD.

Computed properties:
Total charge: 0
Spin multiplicity: 1
HOMO-LUMO gap (spin up / spin down) (eV): 8.92 / 8.92

Atoms and positions in Å:
C: 0.537 0.501 -1.097
C: -0.316 -0.433 -0.541
N: 1.394 0.349 -1.970
N: -1.127 -1.285 -0.724
N: 0.569 -0.030 1.357
O: -0.731 -2.111 1.764
O: 0.765 -0.987 3.565
S: 0.820 -1.454 2.202
H: 0.184 1.477 -0.639
H: 1.680 1.355 -2.396
H: -1.556 -1.903 -0.065
H: -1.482 -1.943 2.355
H: 1.360 0.504 1.177



<three>
This record from the OMol25 dataset describes a cluster of 2 separate species, C2H5N3O2S in total. The level of theory is ωB97M-V/def2-TZVPD.

Computed properties:
Total charge: 0
Spin multiplicity: 1
HOMO-LUMO gap (eV): 9.98

Atoms and positions in Å:
C: -1.116 -1.204 -0.471
C: 1.283 -0.882 -0.347
N: -0.101 -0.597 -0.531
N: -2.724 0.388 1.672
N: -1.866 1.108 2.193
O: -1.671 0.724 3.522
O: -1.171 2.033 1.793
S: -2.466 -2.001 -0.617
H: 1.882 -0.020 -0.693
H: 1.579 -0.846 0.671
H: 1.587 -1.581 -1.115
H: -2.479 0.364 3.861
H: -2.730 0.392 0.665



Pick <one>: it beats the second-best structure by 0.0262 hartree.



<one>
This record from the OMol25 dataset describes a structure of composition C4H8. The level of theory is ωB97M-V/def2-TZVPD.

Computed properties:
Total charge: -1
Spin multiplicity: 2
HOMO-LUMO gap (spin up / spin down) (eV): 5.03 / 5.30

Atoms and positions in Å:
C: -0.102 0.540 1.564
C: 0.544 -0.634 1.462
C: 1.635 -0.182 0.765
C: 0.036 -1.911 1.843
H: 0.304 1.449 1.640
H: -1.272 0.522 1.751
H: -2.026 2.034 -6.555
H: 2.381 0.444 1.155
H: 1.660 0.059 -0.328
H: 0.395 -2.796 1.177
H: -2.620 2.391 -6.840
H: -0.933 -1.915 2.365



<two>
This record from the OMol25 dataset describes the ion C4H8 with charge -1. The level of theory is ωB97M-V/def2-TZVPD.

Computed properties:
Total charge: -1
Spin multiplicity: 2
HOMO-LUMO gap (spin up / spin down) (eV): 2.96 / 7.21

Atoms and positions in Å:
C: -1.046 -0.408 -0.894
C: 0.075 -0.055 -0.049
C: 1.403 -0.377 -0.299
C: -0.181 0.761 1.200
H: -1.892 -0.889 -0.381
H: -0.734 -1.182 -1.613
H: -1.470 0.464 -1.456
H: 2.233 -0.099 0.334
H: 1.689 -0.949 -1.184
H: 0.746 0.843 1.764
H: -0.924 0.313 1.905
H: -0.618 1.736 0.973



Pick <two>: it beats the second-best structure by 0.1106 hartree.



<one>
This record from the OMol25 dataset describes an isolated molecule of C2H4OS2. The level of theory is ωB97M-V/def2-TZVPD.

Computed properties:
Total charge: 0
Spin multiplicity: 1
HOMO-LUMO gap (eV): 9.46

Atoms and positions in Å:
C: -0.716 0.224 -1.937
C: 0.332 0.005 1.587
O: -1.021 1.113 -2.636
S: 1.246 -0.088 -1.250
S: 0.789 -1.261 0.322
H: -1.290 -0.524 -1.221
H: -0.231 0.763 0.998
H: 1.300 0.332 1.946
H: -0.409 -0.564 2.189



<two>
This record from the OMol25 dataset describes a cluster of 2 separate species, C2H4OS2 in total. The level of theory is ωB97M-V/def2-TZVPD.

Computed properties:
Total charge: 0
Spin multiplicity: 1
HOMO-LUMO gap (eV): 8.47

Atoms and positions in Å:
C: 2.013 0.776 -0.574
C: -2.784 -0.777 -0.079
O: 1.776 1.948 -0.473
S: 2.730 -0.412 0.495
S: -2.913 0.668 0.611
H: 1.530 0.189 -1.262
H: -1.974 -1.367 0.315
H: 3.121 0.257 1.659
H: -3.500 -1.281 -0.693



<three>
This record from the OMol25 dataset describes an isolated molecule of C2H4OS2. The level of theory is ωB97M-V/def2-TZVPD.

Computed properties:
Total charge: 0
Spin multiplicity: 1
HOMO-LUMO gap (eV): 9.21

Atoms and positions in Å:
C: 0.602 0.423 0.200
C: -0.784 -0.058 -0.136
H: 1.868 -1.681 0.254
H: 0.638 0.396 1.352
H: 0.724 1.428 -0.208
H: -2.426 0.670 -0.690
O: -1.608 0.991 -0.308
S: 2.114 -0.498 -0.327
S: -1.128 -1.671 -0.137



Pick <three>: it beats the second-best structure by 0.0171 hartree.



<one>
This record from the OMol25 dataset describes an isolated molecule of CH2F3NP2. The level of theory is ωB97M-V/def2-TZVPD.

Computed properties:
Total charge: 0
Spin multiplicity: 1
HOMO-LUMO gap (spin up / spin down) (eV): 6.83 / 6.83

Atoms and positions in Å:
C: -1.650 0.232 0.898
N: 1.127 -0.207 -0.582
F: 1.088 -2.133 -2.286
F: 0.551 1.874 0.827
F: 0.942 -0.342 1.768
P: 1.711 -0.663 -1.947
P: 0.146 0.319 0.585
H: -1.948 -0.387 0.059
H: -1.967 1.306 0.677



<two>
This record from the OMol25 dataset describes a structure of composition CH2F3NP2. The level of theory is ωB97M-V/def2-TZVPD.

Computed properties:
Total charge: 0
Spin multiplicity: 1
HOMO-LUMO gap (spin up / spin down) (eV): 6.29 / 6.29

Atoms and positions in Å:
C: -0.397 0.204 0.082
N: -3.352 -0.651 -0.633
F: -3.205 1.352 0.777
F: -1.053 -2.080 -0.858
F: -2.192 -1.928 1.188
P: -4.264 0.544 -0.242
P: -1.820 -0.898 -0.058
H: -0.511 1.060 0.651
H: 0.407 -0.494 0.007



Pick <one>: it beats the second-best structure by 0.0109 hartree.